The following is a DFT calculation (wB97M-V/def2-TZVPD) of a 6-piece molecular cluster, C2H15O6 overall in a non-equilibrium geometry.

Last column: natural (NBO) charge in e.
Positions of all 23 atoms, in Å:
C 2.03159 1.44867 1.02663  -0.03
O 1.06479 1.74716 0.17555  -0.77
C 2.35213 -0.07880 1.18015  -0.64
H 1.73427 1.91318 1.96486  0.13
H 2.94850 1.96203 0.61538  0.14
H 2.96762 -0.29887 2.01664  0.19
H 2.86948 -0.46965 0.17696  0.20
H 1.45939 -0.68662 1.24469  0.21
H 0.36641 1.11212 0.12430  0.51
H -0.49703 -0.87863 0.51726  0.45
O -0.74219 -0.03705 0.17150  -1.18
H -1.90200 0.39976 0.83645  0.50
H -2.03568 0.97598 2.37646  0.44
O -2.52812 0.65667 1.67207  -1.06
H 0.26039 1.68070 -1.99492  0.47
H -0.75320 0.54796 -1.25990  0.51
O -0.58216 1.03731 -2.24598  -1.06
H 0.40065 -0.70356 -2.53384  0.49
H -0.33314 -1.51092 -1.55510  0.47
O 0.28879 -1.54434 -2.24840  -0.97
H -2.89782 -2.85110 -1.28946  0.45
H -3.03735 -1.78609 -0.37606  0.48
O -3.43532 -2.63591 -0.59530  -0.94

## Properties
net charge = -1
HOMO-LUMO gap = 9.37 eV
F_max = 5.32 eV/Å

The following is a DFT calculation (wB97M-V/def2-TZVPD) of a 6-piece molecular cluster, C2H16N2O4 overall in a non-equilibrium geometry.

Last column: natural (NBO) charge in e.
Positions of all 24 atoms, in Å:
C -1.04232 1.71330 -0.18161  -0.43
N -1.33581 1.01095 1.00002  -0.55
C 1.12161 -1.54486 0.38063  -0.42
N 1.53903 -1.30361 -0.97589  -0.61
H -1.92199 1.87457 -0.81163  0.24
H -0.32007 1.12042 -0.87400  0.38
H -0.50382 2.63265 0.06804  0.23
H -1.59776 0.02441 0.80577  0.43
H 1.91253 -1.58680 1.15013  0.23
H 0.65556 -2.52621 0.36739  0.21
H 2.03258 -0.41469 -1.05411  0.41
H 0.77275 -1.21523 -1.64649  0.42
H 0.37711 -0.79248 0.68928  0.23
H 2.30254 2.00369 -0.09541  0.48
O 1.74613 1.22364 -0.23243  -0.98
H 1.57908 0.89216 2.96385  0.47
H 1.59649 0.88767 0.79110  0.51
O 1.20066 0.86605 2.08420  -1.10
H -0.41712 0.89556 1.49991  0.43
H -2.35327 -2.43181 -0.01729  0.47
O -2.28350 -1.47906 -0.08849  -1.03
H -1.76516 -1.25085 -0.95333  0.50
H -1.39580 -0.43593 -2.85508  0.46
O -0.99013 -0.50289 -1.98077  -0.97

## Properties
net charge = 0
HOMO-LUMO gap = 4.29 eV
F_max = 3.58 eV/Å

The following is a DFT calculation (wB97M-V/def2-TZVPD) of a 5-piece molecular cluster, C2H16NO4 overall in a non-equilibrium geometry.

Last column: natural (NBO) charge in e.
Positions of all 23 atoms, in Å:
C 2.63645 0.75870 0.45631  -0.54
N 1.21348 0.17651 0.81382  -0.67
C 0.68790 0.73192 2.01203  -0.48
H 3.35221 0.11532 1.06277  0.21
H 2.92639 0.79033 -0.65244  0.20
H 2.64762 1.75500 0.73110  0.20
H 1.22756 -0.89506 0.57178  0.48
H 0.46951 0.43934 0.08383  0.46
H 1.34738 0.50579 2.86022  0.20
H -0.41056 0.33053 2.12545  0.25
H 0.63461 1.83950 1.95821  0.22
H -0.42485 0.01758 -2.25173  0.47
H 1.18719 0.10203 -2.05032  0.38
O 0.33065 -0.07298 -1.60505  -1.25
H 0.11599 -2.94617 0.81879  0.48
H -0.20388 -2.12798 2.05796  0.48
O 0.36124 -2.20470 1.33767  -0.99
H -3.55526 -0.35814 1.72158  0.47
H -3.05821 0.90509 1.14514  0.46
O -2.69114 0.10286 1.67903  -0.99
H -2.81307 0.63224 -5.56538  0.49
H -3.03898 -0.75311 -4.63201  0.48
O -2.94223 0.15542 -4.67876  -1.00

## Properties
multiplicity = 2
<S²> = 0.750
net charge = 0
HOMO-LUMO gap (spin up / spin down) = 3.11 / 11.60 eV
F_max = 4.92 eV/Å

The following is a DFT calculation (wB97M-V/def2-TZVPD) of a 5-piece molecular cluster, C2H16NO4 overall in a non-equilibrium geometry.

Last column: natural (NBO) charge in e.
Positions of all 23 atoms, in Å:
C -0.03918 -0.50408 1.19112  -0.41
N 0.04363 -0.17092 -0.26436  -0.55
C -0.43855 -1.23429 -1.16100  -0.43
H 0.48119 0.26513 1.75826  0.23
H 0.40780 -1.47649 1.33491  0.22
H -1.08655 -0.52741 1.49699  0.22
H -0.55478 0.66622 -0.38894  0.47
H 1.01936 0.15853 -0.41267  0.47
H 0.42133 -1.69210 -1.64999  0.23
H -1.00209 -1.97507 -0.61431  0.22
H -1.04849 -0.79231 -1.94748  0.24
H 5.21909 -0.78232 1.33065  0.50
H 5.32916 0.57402 0.61405  0.49
O 4.70628 -0.12289 0.84966  -0.97
H 3.14041 1.29234 -1.30901  0.50
H 3.25099 0.52990 -0.01957  0.51
O 2.61716 0.70660 -0.74886  -0.99
H -2.90644 0.72375 -0.24085  0.51
H -2.62392 1.91465 -1.12109  0.50
O -2.16809 1.28910 -0.54881  -1.00
H -4.74920 0.49149 1.38397  0.49
H -5.42774 0.20529 0.03112  0.50
O -4.59138 0.46084 0.43624  -0.97

## Properties
net charge = +1
HOMO-LUMO gap = 12.68 eV
F_max = 1.60 eV/Å

The following is a DFT calculation (wB97M-V/def2-TZVPD) of a 5-piece molecular cluster, C2H16NO5 overall in a non-equilibrium geometry.

Last column: natural (NBO) charge in e.
Positions of all 24 atoms, in Å:
C -2.48719 1.01990 -0.89419  -0.08
O -3.38603 1.29149 0.17148  -0.74
C -1.05560 1.25063 -0.26080  -0.25
N -0.96751 0.32888 0.91371  -0.71
H -2.47637 1.72697 -1.73048  0.20
H -2.72355 -0.00751 -1.17249  0.20
H -3.75629 2.17078 0.13479  0.49
H -0.29299 0.89489 -0.95442  0.25
H -1.03745 2.29989 -0.00452  0.22
H -1.87442 0.28618 1.38425  0.44
H -0.25350 0.63030 1.57921  0.44
H -0.65195 -0.60267 0.51478  0.48
H 0.93662 3.20252 2.06479  0.50
H 1.19116 1.91668 3.03594  0.50
O 1.04532 2.25281 2.13755  -0.99
H 3.08521 -4.88563 -0.91490  0.48
H 3.27550 -4.15467 0.32311  0.47
O 2.69621 -4.14753 -0.44780  -0.95
H 1.44995 -1.16262 1.02885  0.49
H 1.05966 -2.33539 0.06941  0.52
O 0.71454 -1.59061 0.56962  -0.97
H 2.03651 0.55415 -2.56754  0.47
H 2.10144 -0.78316 -2.40287  0.47
O 1.37075 -0.15628 -2.57751  -0.93

## Properties
net charge = +1
HOMO-LUMO gap = 11.45 eV
F_max = 2.47 eV/Å

The following is a DFT calculation (wB97M-V/def2-TZVPD) of C2H16Ni2O14 as an isolated structure in a non-equilibrium geometry.

Last column: natural (NBO) charge in e.
Positions of all 34 atoms, in Å:
Ni 1.34809 1.73900 1.00471  1.44
Ni 0.68221 -1.74789 2.48562  0.82
C 0.46877 -0.47331 0.25065  0.95
O -0.21943 -1.41440 0.64948  -0.87
O 0.09026 0.57965 -0.14633  -0.83
O 1.48421 -0.44128 0.95134  -0.90
C -0.38940 1.08563 3.44814  0.94
O 0.11204 -0.02627 3.45713  -0.95
O -1.33576 1.37357 4.12767  -0.72
O 0.25850 1.92879 2.82616  -0.84
O -3.07890 -2.61132 -1.15699  -0.97
H -2.91507 -2.25785 -0.28266  0.49
H -2.45189 -3.32894 -1.24708  0.47
O 0.57069 1.02009 -2.85193  -0.95
H 0.34024 0.84417 -1.93969  0.49
H 1.51333 0.85986 -2.89650  0.44
O -2.76964 -0.57811 1.13255  -0.96
H -2.99833 -1.03536 1.94178  0.47
H -1.87785 -0.86630 0.93787  0.48
O -2.20964 0.76893 -1.69385  -0.95
H -2.13313 -0.16669 -1.88092  0.47
H -1.49322 0.95148 -1.08586  0.47
O 2.45963 2.13703 -0.64788  -0.97
H 3.09142 2.83156 -0.83420  0.51
H 2.69791 1.42899 -1.24632  0.51
O 4.55156 -0.87002 2.41757  -0.95
H 4.91010 -1.58622 1.89341  0.46
H 3.60468 -0.93092 2.29136  0.49
O -0.18061 -3.35787 -1.75961  -0.96
H -0.44459 -2.75903 -1.06109  0.49
H -0.32631 -2.86427 -2.56669  0.47
O -1.18685 3.45471 -1.84319  -0.95
H -1.05820 2.51137 -1.94208  0.48
H -1.11474 3.80128 -2.73252  0.46

## Properties
multiplicity = 6
<S²> = 8.762
net charge = -1
HOMO-LUMO gap (spin up / spin down) = 4.63 / 5.42 eV
F_max = 9.41 eV/Å

Repeat the second record exactly.
The following is a DFT calculation (wB97M-V/def2-TZVPD) of a 6-piece molecular cluster, C2H16N2O4 overall in a non-equilibrium geometry.

Last column: natural (NBO) charge in e.
Positions of all 24 atoms, in Å:
C -1.04232 1.71330 -0.18161  -0.43
N -1.33581 1.01095 1.00002  -0.55
C 1.12161 -1.54486 0.38063  -0.42
N 1.53903 -1.30361 -0.97589  -0.61
H -1.92199 1.87457 -0.81163  0.24
H -0.32007 1.12042 -0.87400  0.38
H -0.50382 2.63265 0.06804  0.23
H -1.59776 0.02441 0.80577  0.43
H 1.91253 -1.58680 1.15013  0.23
H 0.65556 -2.52621 0.36739  0.21
H 2.03258 -0.41469 -1.05411  0.41
H 0.77275 -1.21523 -1.64649  0.42
H 0.37711 -0.79248 0.68928  0.23
H 2.30254 2.00369 -0.09541  0.48
O 1.74613 1.22364 -0.23243  -0.98
H 1.57908 0.89216 2.96385  0.47
H 1.59649 0.88767 0.79110  0.51
O 1.20066 0.86605 2.08420  -1.10
H -0.41712 0.89556 1.49991  0.43
H -2.35327 -2.43181 -0.01729  0.47
O -2.28350 -1.47906 -0.08849  -1.03
H -1.76516 -1.25085 -0.95333  0.50
H -1.39580 -0.43593 -2.85508  0.46
O -0.99013 -0.50289 -1.98077  -0.97

## Properties
net charge = 0
HOMO-LUMO gap = 4.29 eV
F_max = 3.58 eV/Å

What did the fifth record say?
The following is a DFT calculation (wB97M-V/def2-TZVPD) of a 5-piece molecular cluster, C2H16NO5 overall in a non-equilibrium geometry.

Last column: natural (NBO) charge in e.
Positions of all 24 atoms, in Å:
C -2.48719 1.01990 -0.89419  -0.08
O -3.38603 1.29149 0.17148  -0.74
C -1.05560 1.25063 -0.26080  -0.25
N -0.96751 0.32888 0.91371  -0.71
H -2.47637 1.72697 -1.73048  0.20
H -2.72355 -0.00751 -1.17249  0.20
H -3.75629 2.17078 0.13479  0.49
H -0.29299 0.89489 -0.95442  0.25
H -1.03745 2.29989 -0.00452  0.22
H -1.87442 0.28618 1.38425  0.44
H -0.25350 0.63030 1.57921  0.44
H -0.65195 -0.60267 0.51478  0.48
H 0.93662 3.20252 2.06479  0.50
H 1.19116 1.91668 3.03594  0.50
O 1.04532 2.25281 2.13755  -0.99
H 3.08521 -4.88563 -0.91490  0.48
H 3.27550 -4.15467 0.32311  0.47
O 2.69621 -4.14753 -0.44780  -0.95
H 1.44995 -1.16262 1.02885  0.49
H 1.05966 -2.33539 0.06941  0.52
O 0.71454 -1.59061 0.56962  -0.97
H 2.03651 0.55415 -2.56754  0.47
H 2.10144 -0.78316 -2.40287  0.47
O 1.37075 -0.15628 -2.57751  -0.93

## Properties
net charge = +1
HOMO-LUMO gap = 11.45 eV
F_max = 2.47 eV/Å

> Which formula does entry 1 have?

C2H15O6

> Number 1 is which compound?

C2H15O6